Entry 1:
A structure of composition C8H9N2O5PbS in a non-equilibrium geometry. Source: the OMol25 dataset; level of theory: ωB97M-V with the def2-TZVPD basis set.

Net charge: +3
HOMO (spin up / spin down) in eV: -20.6 / -20.6
E_LUMO (spin up / spin down) in eV: -15.4 / -15.4

CARTESIAN COORDINATES (ANGSTROEM)
H: -0.49 -1.62 3.40
S: -1.32 1.86 0.30
O: -2.74 -4.88 -2.12
H: 0.91 2.09 1.73
C: -0.66 0.88 1.56
C: 1.58 0.19 2.44
H: -2.15 -0.46 1.45
O: 2.28 -1.91 -0.33
H: 1.83 0.33 3.50
N: -1.23 -0.31 1.91
C: -1.18 -0.75 3.33
C: 1.58 -1.03 -0.74
H: 1.21 -0.84 2.26
Pb: 0.32 0.13 -1.55
H: -1.39 0.04 -1.60
C: 1.49 2.27 -2.19
H: -2.21 -1.01 3.63
O: 1.63 -0.87 -5.09
C: 1.08 -0.50 -4.13
N: 0.54 1.24 2.15
H: 2.49 0.39 1.83
C: -0.94 2.81 -4.84
O: 2.10 3.15 -2.49
C: -2.19 -4.09 -2.74
H: -0.83 0.08 3.96
O: -1.71 2.82 -5.65

The computed Löwdin charges, all in e, follow: 0.11, 0.80, 0.04, 0.13, -0.81, -0.03, 0.16, 0.33, 0.13, -0.02, -0.01, -0.15, 0.08, 1.25, 0.05, -0.01, 0.12, 0.20, 0.07, -0.01, 0.11, -0.01, 0.28, -0.02, 0.11, 0.10


Entry 2:
A cluster of 2 separate species, C8H9N3 in total in a non-equilibrium geometry. Source: the OMol25 dataset; level of theory: ωB97M-V with the def2-TZVPD basis set.

HOMO in eV: -9.8
Energy above the lowest of the compared OMol25 structures with the same formula, charge and spin in kcal per mole: 97.6
E_LUMO in eV: -1.2

CARTESIAN COORDINATES (ANGSTROEM)
H: -3.69 -1.97 -1.15
H: 2.44 -1.62 -0.37
C: 1.30 0.13 0.11
C: -2.12 -0.18 0.90
H: 0.96 -1.96 0.53
H: 2.73 1.39 1.06
N: -1.16 -0.25 -0.08
H: 3.20 0.84 -0.55
C: 0.03 0.36 -0.07
N: -0.72 3.82 -0.28
N: -3.18 -0.84 0.58
H: 1.96 2.11 -0.36
C: 1.78 -1.27 0.43
H: -1.98 0.37 1.81
H: -1.17 -1.21 -2.00
H: 2.35 -1.25 1.36
C: -2.95 -1.37 -0.66
C: -1.72 -1.00 -1.10
C: -0.44 2.71 -0.21
C: 2.36 1.18 0.05

The computed Löwdin charges, all in e, follow: 0.10, 0.09, -0.30, -0.13, 0.08, 0.10, -0.07, 0.09, 0.03, -0.06, 0.09, 0.05, -0.02, 0.13, 0.12, 0.09, -0.12, -0.04, -0.20, -0.05


Entry 3:
A cluster of 2 separate species, C8H9N3O3 in total in a non-equilibrium geometry. Source: the OMol25 dataset; level of theory: ωB97M-V with the def2-TZVPD basis set.

HOMO in eV: -8.9
SMILES string: NCO/N=C\c1ccncc1.O=C=O
Energy above the lowest of the compared OMol25 structures with the same formula, charge and spin in kcal per mole: 6.3
E_LUMO in eV: -0.2

CARTESIAN COORDINATES (ANGSTROEM)
C: 1.16 -0.34 1.09
H: -2.96 -0.78 -1.80
N: 2.07 1.16 3.15
N: -0.50 -1.11 -0.84
C: -2.55 -0.01 -1.02
H: -3.26 0.25 -0.19
H: 3.14 -0.58 0.52
O: -1.44 -0.40 -0.18
N: -2.26 1.13 -1.79
H: 1.43 -1.68 -0.62
C: 0.77 -0.98 -0.17
H: 3.94 0.90 2.45
O: -0.67 -0.24 -3.87
C: 0.23 0.28 1.96
H: -1.58 0.91 -2.58
O: -0.39 -2.45 -3.39
H: -0.86 0.17 1.82
C: 0.77 1.10 2.98
C: 2.54 -0.23 1.26
H: -2.01 2.00 -1.32
C: -0.59 -1.34 -3.58
C: 2.91 0.65 2.36
H: 0.12 1.58 3.78

The computed Löwdin charges, all in e, follow: -0.22, 0.15, 0.03, 0.06, -0.28, 0.13, 0.08, -0.21, 0.02, 0.09, 0.00, 0.09, 0.18, 0.01, 0.07, 0.22, 0.10, -0.13, 0.02, 0.08, -0.47, -0.14, 0.13


Entry 4:
A structure of composition C8H9N3S2 in a non-equilibrium geometry. Source: the OMol25 dataset; level of theory: ωB97M-V with the def2-TZVPD basis set.

HOMO (spin up / spin down) in eV: -8.1 / -8.1
Energy above the lowest of the compared OMol25 structures with the same formula, charge and spin in kcal per mole: 97.2
E_LUMO (spin up / spin down) in eV: -1.0 / -1.0

CARTESIAN COORDINATES (ANGSTROEM)
C: 2.79 1.20 0.76
H: 3.26 -1.79 -0.84
N: -2.42 0.74 -1.65
C: 0.75 0.11 0.31
C: 1.50 1.02 0.98
N: -3.64 -1.91 0.83
H: -1.46 0.79 -2.04
H: 1.02 1.86 1.51
H: 0.89 -1.89 -0.64
S: -3.37 -0.68 -0.13
C: -0.71 0.15 0.34
C: 3.44 0.26 -0.04
H: -1.17 -1.38 -1.14
H: 3.38 1.92 1.32
C: -1.57 -0.69 -0.47
C: 2.73 -0.92 -0.48
H: -4.54 -2.24 0.95
N: -1.34 1.00 1.20
C: 1.37 -0.98 -0.27
H: -2.41 1.59 -1.11
H: 4.39 0.58 -0.41
S: -2.87 1.27 1.04

The computed Löwdin charges, all in e, follow: -0.10, 0.10, -0.11, -0.20, -0.07, -0.37, 0.04, 0.13, 0.12, 0.74, -0.37, -0.05, 0.08, 0.12, -0.25, -0.06, -0.07, -0.40, -0.05, -0.06, 0.09, 0.74


Entry 5:
The molecule C8H9NO2S in a non-equilibrium geometry. Source: the OMol25 dataset; level of theory: ωB97M-V with the def2-TZVPD basis set.

HOMO in eV: -9.4
SMILES string: CS[C@H](c1ccccc1)[N+](=O)[O-]
Energy above the lowest of the compared OMol25 structures with the same formula, charge and spin in kcal per mole: 92.8
E_LUMO in eV: 0.3

CARTESIAN COORDINATES (ANGSTROEM)
C: 0.49 1.69 -0.40
H: -1.50 0.53 -1.68
C: 2.36 -0.28 -0.37
C: 2.72 1.00 -0.04
H: -0.17 2.45 -0.15
H: 3.11 -1.03 -0.28
H: 0.86 -1.70 -0.90
O: -2.65 0.46 1.27
C: -1.60 -2.45 0.88
H: 3.78 1.20 0.25
H: -2.19 -3.35 1.00
C: -1.47 0.01 -0.64
H: -0.59 -2.70 0.97
H: -1.83 -1.82 1.77
C: 1.81 2.00 -0.15
C: 0.10 0.37 -0.58
H: 2.20 2.99 0.19
S: -2.00 -1.72 -0.72
N: -2.23 0.92 0.25
C: 1.07 -0.67 -0.59
O: -2.30 2.08 -0.08

The computed Löwdin charges, all in e, follow: -0.04, 0.16, -0.10, -0.11, 0.08, 0.10, 0.11, 0.09, -0.38, 0.13, 0.03, -0.45, 0.00, 0.05, -0.09, -0.17, 0.13, 0.89, -0.43, -0.05, 0.07


Entry 6:
The molecule C8H9NO3 in a non-equilibrium geometry. Source: the OMol25 dataset; level of theory: ωB97M-V with the def2-TZVPD basis set.

HOMO in eV: -8.9
SMILES string: CN(O)C(=O)c1ccc(O)cc1
Energy above the lowest of the compared OMol25 structures with the same formula, charge and spin in kcal per mole: 66.9
E_LUMO in eV: 0.6

CARTESIAN COORDINATES (ANGSTROEM)
C: -2.67 0.14 -0.22
C: 0.16 0.36 -0.38
H: -0.11 1.71 1.33
C: 1.59 0.59 -0.43
C: 2.06 -1.36 0.90
C: -0.59 -0.22 -1.39
N: 2.40 -0.18 0.19
H: -0.08 -0.85 -2.13
C: -0.63 0.98 0.65
O: 3.72 0.21 0.00
H: -4.32 0.00 0.81
O: -4.00 -0.19 -0.11
O: 2.02 1.65 -0.94
C: -1.94 -0.49 -1.23
H: -2.57 1.42 1.50
H: 1.38 -0.83 1.66
C: -2.03 0.91 0.73
H: 1.63 -2.02 0.24
H: 3.53 1.08 -0.47
H: 2.90 -1.89 1.36
H: -2.45 -1.05 -2.09

The computed Löwdin charges, all in e, follow: -0.33, -0.16, 0.14, -0.47, 0.02, -0.03, -0.15, 0.13, 0.00, 0.03, 0.13, 0.03, 0.04, -0.01, 0.11, 0.13, -0.02, 0.07, 0.10, 0.11, 0.15


Entry 7:
The molecule C8H9NO3S2 in a non-equilibrium geometry. Source: the OMol25 dataset; level of theory: ωB97M-V with the def2-TZVPD basis set.

HOMO in eV: -9.1
Energy above the lowest of the compared OMol25 structures with the same formula, charge and spin in kcal per mole: 42.9
E_LUMO in eV: -1.0

CARTESIAN COORDINATES (ANGSTROEM)
S: 0.21 -0.45 -3.53
H: -0.16 0.52 3.83
H: 1.59 2.09 -0.43
H: 1.42 1.06 2.01
H: -2.60 -1.91 1.59
C: -1.77 -1.31 1.54
C: 0.14 -0.20 0.55
H: -0.06 1.70 1.33
H: -2.01 -1.14 3.59
C: -0.32 0.12 2.93
C: 0.38 0.69 1.71
N: 0.36 0.58 -0.69
O: 1.08 -1.36 -2.77
H: 2.35 0.50 -1.19
C: -1.35 -0.75 2.85
C: -1.24 -0.77 0.45
O: 0.99 0.68 -4.01
S: -1.61 -1.04 -1.29
H: 0.92 -0.95 0.65
O: -0.90 -1.00 -4.19
C: -0.44 -0.03 -1.85
C: 1.54 1.28 -1.06
H: 1.50 1.69 -2.00

The computed Löwdin charges, all in e, follow: 0.41, 0.06, 0.07, 0.15, 0.08, -0.06, -0.33, 0.16, 0.10, -0.05, -0.14, -0.13, -0.31, 0.14, -0.05, -0.39, -0.30, 1.14, 0.17, -0.28, -0.43, -0.05, 0.05


Entry 8:
The molecule C8H9NS in a non-equilibrium geometry. Source: the OMol25 dataset; level of theory: ωB97M-V with the def2-TZVPD basis set.

HOMO in eV: -7.4
SMILES string: C=Cc1c(C)[nH]ccc1=S
Energy above the lowest of the compared OMol25 structures with the same formula, charge and spin in kcal per mole: 4.5
E_LUMO in eV: 0.4

CARTESIAN COORDINATES (ANGSTROEM)
C: 1.48 -0.05 1.12
H: 2.38 1.66 0.30
C: -1.69 -1.04 -1.58
N: -1.67 0.13 -0.93
C: 0.40 -1.57 -0.50
H: -0.45 1.52 1.80
C: 0.44 -0.28 0.12
C: -0.66 -1.95 -1.42
H: 3.17 0.83 1.74
C: -0.68 0.52 -0.09
C: -0.80 1.73 0.76
H: -2.54 0.64 -0.96
H: 1.42 -0.97 1.76
H: -2.60 -1.35 -2.08
H: -0.66 -2.94 -1.89
S: 1.72 -2.65 -0.41
H: -0.04 2.51 0.50
H: -1.64 2.44 0.76
C: 2.40 0.82 1.00

The computed Löwdin charges, all in e, follow: -0.23, 0.09, -0.10, 0.07, -0.70, 0.10, -0.24, -0.10, 0.06, -0.22, -0.03, 0.16, 0.12, 0.12, 0.10, 0.58, 0.09, 0.08, 0.02


Entry 9:
The ion C8H9OS with charge +1 in a non-equilibrium geometry. Source: the OMol25 dataset; level of theory: ωB97M-V with the def2-TZVPD basis set.

Net charge: +1
HOMO (spin up / spin down) in eV: -13.3 / -12.3
Energy above the lowest of the compared OMol25 structures with the same formula, charge and spin in kcal per mole: 69.5
E_LUMO (spin up / spin down) in eV: -5.2 / -7.0

CARTESIAN COORDINATES (ANGSTROEM)
C: 0.34 0.83 -1.05
H: -0.19 1.70 -1.53
C: 0.03 -2.38 -0.72
H: 1.48 -1.65 1.58
S: -4.23 -0.06 0.10
H: 2.52 0.54 1.70
C: 1.24 1.41 0.08
O: -2.79 0.31 0.76
H: -1.49 -0.51 -1.45
H: -0.12 -3.35 -1.20
C: 0.10 -1.31 -0.03
C: 1.76 0.31 0.93
H: -0.88 0.56 1.37
C: -1.57 0.24 0.55
H: 1.89 2.17 -0.45
H: 0.69 1.99 0.84
C: -0.81 -0.11 -0.61
H: 0.95 0.17 -1.83
C: 1.08 -0.84 0.96

The computed Löwdin charges, all in e, follow: -0.12, 0.14, 0.30, 0.13, 0.91, 0.14, -0.17, -0.46, 0.18, 0.10, -0.28, -0.07, 0.17, -0.14, 0.15, 0.12, -0.22, 0.18, -0.07


We obtain M values of 452.44, 147.18, 195.18, 211.32, 183.23, 167.16, 231.30, 151.23, 153.23 g mol⁻¹ for the records listed above, in that order.